No. 1
Here is 2 unconnected molecules or ions with the total composition C10H16 from the Open Molecules 2025 dataset. Energies are from ωB97M-V/def2-TZVPD.

* E_HOMO: -8.81 eV
* SMILES: Cc1ccccc1.CCC
* total energy: -390.539702 a.u.
* F_max: 0.0963 Eh/bohr
* gap between HOMO and LUMO: 9.768 eV

```
26
Properties=species:S:1:pos:R:3:forces:R:3:mulliken_charge:R:1
C -2.03080 -3.42021 -0.44724 -0.63 -0.55 2.75 -1.406
C -0.69515 -2.79095 -0.41438 0.47 0.59 -1.10 0.726
C 0.36376 -3.10611 -1.30137 0.33 1.53 -0.50 -0.335
C 1.48826 -2.29019 -1.43709 0.94 -0.33 1.38 -0.595
C 1.54221 -1.30617 -0.44213 3.48 2.25 0.32 -0.171
C 0.53742 -0.82281 0.38270 -2.20 -3.66 -2.51 -0.965
C -0.66684 -1.59034 0.26393 1.49 1.64 2.25 -0.227
H -2.67234 -2.61267 -0.71423 -1.01 0.02 -0.96 0.355
H -2.43002 -3.67329 0.60314 0.90 0.20 -1.25 0.285
H -2.08837 -4.32312 -0.99723 -0.29 -0.58 -0.95 0.393
H 0.33939 -3.75282 -2.12353 -0.98 -1.87 -0.51 0.361
H 2.44088 -2.49625 -2.13661 -2.63 0.41 1.71 0.250
H 2.54919 -0.84056 -0.27547 -0.90 -0.05 -0.51 0.266
H 0.48603 0.06686 0.92648 0.73 1.00 0.93 0.761
H -1.48911 -1.21900 0.92714 0.33 -0.75 -0.94 0.304
C 0.77445 2.58493 -0.49505 -3.42 0.73 0.83 -0.881
C 0.76857 3.28893 0.88601 0.18 2.94 0.35 -0.280
C -0.59644 3.43410 1.59666 -1.69 -1.05 0.29 -0.880
H 0.09118 3.17908 -1.21638 1.06 -0.65 1.19 0.265
H 1.67738 2.42206 -1.02484 1.04 -0.32 0.05 0.340
H 0.18013 1.68812 -0.28703 0.56 -0.33 -0.79 0.048
H 1.31721 2.94134 1.77014 1.18 -0.40 -1.22 0.301
H 1.03075 4.36511 0.65969 0.53 -1.09 0.60 0.328
H -1.06143 4.45438 1.52278 0.46 -1.01 0.05 0.273
H -1.25528 2.71001 1.04618 -0.09 0.65 0.79 0.237
H -0.60103 3.10955 2.72772 0.16 0.69 -2.23 0.248
```
Positions in Å, forces in eV/Å.



No. 2
Here is 2 unconnected molecules or ions with the total composition C3H9NO3 from the Open Molecules 2025 dataset. Energies are from ωB97M-V/def2-TZVPD.

* E_HOMO: -9.35 eV
* SMILES: NC(=O)CCO.O
* total energy: -400.173261 a.u.
* F_max: 0.0250 Eh/bohr
* gap between HOMO and LUMO: 9.973 eV

```
16
Properties=species:S:1:pos:R:3:forces:R:3:mulliken_charge:R:1
N -1.63016 0.83211 -0.38625 -0.54 0.18 0.52 -0.366
C -0.95995 -0.21199 -0.94254 1.28 -0.13 0.05 0.626
O -0.71002 -0.34670 -2.11691 -1.01 -0.29 -0.31 -0.602
C -0.32398 -1.14117 0.09406 -0.88 0.61 0.21 -0.711
C 0.73272 -0.45943 0.98065 -0.72 -0.10 0.43 -0.253
O 0.27360 -0.44722 2.35050 0.48 -0.39 -0.02 -0.542
H -2.05110 1.59078 -0.89396 0.19 -0.26 -0.45 0.225
H -1.81737 0.82986 0.60248 0.07 -0.10 -0.03 0.188
H -1.11991 -1.42691 0.78747 0.09 -0.31 -0.03 0.321
H 0.04793 -2.02037 -0.42099 0.04 0.01 -0.03 0.352
H 1.64572 -1.02705 0.85498 0.46 0.16 0.27 0.287
H 0.88090 0.59541 0.77135 0.13 -0.09 -0.60 0.194
H 0.87091 -0.98822 2.87833 -0.18 0.09 -0.01 0.306
O 1.07657 1.37294 -1.73048 0.22 0.72 0.10 -0.603
H 1.77361 0.71677 -1.64763 0.10 0.14 0.02 0.294
H 1.31052 2.13120 -1.18105 0.29 -0.24 -0.12 0.285
```
Positions in Å, forces in eV/Å.



No. 3
Here is a molecular structure, C43H42N5O5SiY from the Open Molecules 2025 dataset. Energies are from ωB97M-V/def2-TZVPD.

* E_HOMO: -1.78 eV
* total energy: -2641.911108 a.u.
* total charge: -2
* F_max: 0.0208 Eh/bohr
* gap between HOMO and LUMO: 6.034 eV

```
97
Properties=species:S:1:pos:R:3:forces:R:3:mulliken_charge:R:1
Y 0.03387 -0.02553 0.25995 0.91 0.40 -0.40 -1.473
O 0.89797 -2.01985 1.01416 -0.15 0.19 0.02 1.486
C 1.14825 -2.61940 2.11352 0.02 -0.05 -0.05 -0.456
C 2.04781 -3.72243 2.14403 -0.03 0.03 -0.02 -1.010
C 2.32805 -4.39689 3.30692 0.06 -0.06 0.02 -0.503
C 1.73860 -4.02637 4.52200 -0.04 0.06 -0.02 -0.920
C 0.86862 -2.95507 4.52016 0.03 -0.05 0.02 -0.667
C 0.55991 -2.24352 3.35639 -0.12 0.12 0.07 1.392
C -0.34051 -1.11545 3.48764 -0.06 0.13 -0.16 -1.069
N -0.68448 -0.29504 2.56051 -0.10 0.01 0.47 1.491
N -1.47233 0.76409 3.02394 0.10 -0.10 -0.02 -1.129
C -1.95619 1.46205 2.02463 -0.01 0.19 0.28 0.223
O -1.88406 1.18862 0.78722 0.17 -0.08 0.08 0.204
C -2.65665 2.72845 2.42930 -0.14 -0.10 -0.17 0.262
C -2.68525 3.17402 3.74718 -0.06 -0.03 0.00 -0.328
C -3.35275 4.34343 4.07372 0.01 0.00 0.01 -0.664
C -3.99376 5.08438 3.08774 -0.02 0.05 0.03 -0.374
C -3.95238 4.65261 1.77070 0.03 -0.03 -0.02 -0.923
C -3.28291 3.48149 1.44365 0.09 0.08 0.02 -0.291
H 2.51452 -3.99292 1.20507 0.02 -0.02 -0.02 0.378
H 3.02707 -5.22699 3.28154 0.00 -0.01 0.00 0.384
H 1.96455 -4.55595 5.43754 0.02 -0.03 0.03 0.371
H 0.40446 -2.63287 5.44707 -0.01 -0.01 0.03 0.344
H -0.73805 -0.91534 4.48874 0.04 -0.03 -0.08 0.064
H -2.17500 2.58742 4.49670 0.02 -0.02 0.04 0.435
H -3.36554 4.68408 5.10178 -0.01 0.02 0.04 0.373
H -4.50973 6.00262 3.34551 0.00 0.00 0.00 0.356
H -4.43227 5.23249 0.99122 -0.02 0.02 -0.02 0.403
H -3.22143 3.13633 0.42165 0.04 0.03 0.07 0.504
N 0.13648 1.41748 -1.89909 -0.42 -0.18 0.06 -0.425
C 1.17226 2.44389 -1.77382 0.07 0.06 -0.18 -0.283
C 1.12101 3.08005 -0.37720 -0.03 -0.06 0.02 -0.006
O 1.62735 4.19447 -0.22898 0.09 0.17 -0.09 -0.850
O 0.55790 2.36827 0.50428 -0.12 -0.34 0.14 -0.366
H 0.12710 0.97614 -2.81297 0.00 0.01 0.08 0.077
H -0.78463 1.84236 -1.79476 0.07 0.02 0.01 0.131
H 1.09524 3.23582 -2.53032 0.02 -0.07 0.10 0.555
H 2.15043 1.96147 -1.87028 -0.02 0.05 0.01 0.053
N -2.27488 0.06739 -3.48590 0.36 -0.20 -0.23 -0.031
C -3.15238 0.77738 -2.67885 -0.19 0.06 0.10 0.176
C -3.63053 2.01603 -3.11153 0.05 0.02 -0.06 -0.746
C -4.52009 2.74558 -2.34239 -0.04 0.01 0.05 -0.534
C -4.93929 2.24932 -1.11616 -0.04 -0.07 -0.14 -0.886
C -4.44772 1.02632 -0.68303 -0.02 -0.01 0.01 -0.095
C -3.55643 0.27110 -1.43515 -0.03 0.02 -0.07 0.559
C -3.14910 -1.09317 -0.97400 -0.05 0.05 0.07 -0.369
C -4.21348 -1.99318 -0.85133 0.00 -0.07 -0.05 -0.097
C -4.00406 -3.29920 -0.43895 -0.05 0.00 0.00 -0.973
C -2.70823 -3.69955 -0.15783 0.06 -0.01 -0.02 -1.032
C -1.66227 -2.78908 -0.27309 -0.08 -0.06 -0.09 -0.420
C -1.81221 -1.44144 -0.66396 -0.33 -0.26 -0.27 1.766
H -2.44449 0.11988 -4.47795 0.01 0.01 0.07 0.265
H -2.06257 -0.86548 -3.16042 0.03 -0.03 0.01 0.061
H -3.28758 2.40117 -4.06686 -0.01 0.01 0.00 0.398
H -4.87147 3.70745 -2.69592 -0.01 0.02 -0.01 0.354
H -5.61120 2.81909 -0.48755 -0.02 0.01 0.00 0.425
H -4.73554 0.64246 0.28751 -0.02 -0.01 0.03 0.276
H -5.21782 -1.65808 -1.09153 -0.02 0.00 0.00 0.406
H -4.83793 -3.98662 -0.34063 0.00 0.00 0.00 0.345
H -2.50490 -4.71679 0.16276 -0.01 -0.01 0.01 0.428
H -0.66928 -3.14804 -0.02501 0.01 0.01 0.04 0.574
C 4.17609 2.50188 1.30136 -0.03 -0.02 0.07 -1.392
Si 3.21364 0.92424 1.67998 0.01 -0.03 -0.08 0.656
C 2.00278 1.38891 3.03498 0.01 -0.02 -0.02 -1.010
C 4.36014 -0.28291 2.59356 0.00 0.07 -0.03 -1.190
N 2.51577 0.20059 0.26793 -0.02 0.08 -0.06 0.543
C 3.32973 -0.42128 -0.60946 0.18 -0.06 0.07 0.370
C 4.75436 -0.33722 -0.61592 -0.04 0.00 -0.02 -0.821
C 5.57178 -1.05216 -1.46934 0.01 -0.06 -0.04 -1.124
C 5.03707 -1.91757 -2.41359 0.02 0.04 0.03 -0.852
C 3.65192 -2.00106 -2.48673 0.03 -0.03 -0.04 -0.808
C 2.84540 -1.25293 -1.65433 -0.01 -0.11 -0.03 0.513
O 1.45443 -1.36605 -1.77914 -0.20 0.19 0.20 0.813
C 0.98277 -1.62212 -3.03591 0.02 -0.14 0.02 0.085
C 0.15770 -2.72400 -3.20868 -0.08 0.09 -0.07 -0.800
C -0.35144 -3.00145 -4.47014 -0.05 0.05 0.03 -0.642
C -0.03170 -2.19483 -5.55393 0.01 0.03 0.02 -0.631
C 0.81094 -1.10396 -5.36889 -0.01 0.00 -0.01 -0.829
C 1.32724 -0.81673 -4.11635 -0.11 -0.03 -0.02 0.406
H 4.80649 2.76264 2.15565 0.06 0.04 0.06 0.435
H 3.46968 3.31504 1.13217 -0.07 0.07 -0.02 0.350
H 4.80791 2.43232 0.41677 0.05 -0.03 -0.06 0.303
H 2.53500 2.13248 3.63669 0.03 0.03 0.08 0.519
H 1.77838 0.54036 3.68066 -0.02 -0.06 0.03 0.174
H 1.07833 1.85306 2.70438 -0.02 0.03 -0.04 0.069
H 4.52326 0.10273 3.60284 0.02 0.02 0.09 0.347
H 5.33191 -0.43882 2.13204 0.12 -0.02 -0.05 0.359
H 3.87715 -1.25711 2.68570 -0.08 -0.08 0.01 0.158
H 5.22337 0.32379 0.09325 0.05 0.06 0.06 0.219
H 6.64631 -0.93005 -1.38733 0.03 0.01 -0.01 0.362
H 5.66088 -2.49879 -3.07892 0.03 -0.02 -0.01 0.376
H 3.18648 -2.65560 -3.21478 0.03 0.01 0.02 0.456
H -0.08896 -3.33247 -2.35050 0.01 0.02 0.01 0.394
H -1.00926 -3.85179 -4.59718 -0.01 -0.03 -0.02 0.392
H -0.43291 -2.41350 -6.53508 -0.01 -0.01 -0.03 0.364
H 1.07105 -0.46852 -6.20592 0.00 0.01 -0.04 0.368
H 2.00624 0.01194 -3.96513 0.02 0.03 0.02 0.468
```
Positions in Å, forces in eV/Å.